[1]
The following is a DFT calculation (ωB97M-V/def2-TZVPD) of 3 unconnected molecules or ions with the total composition C4H12NO in a non-equilibrium geometry.

Calculated values
Gap between HOMO and LUMO in eV: 4.274
ΔE to the lowest compared entry with this formula, charge and spin in kJ/mol: 772.1
Net charge: +1
M in g mol⁻¹: 90.1
Max |F| in eV Å⁻¹: 1.443
E_LUMO in eV: -9.3
Highest occupied orbital energy in eV: -13.5

Each line ends with the Mulliken charge.
CARTESIAN COORDINATES (ANGSTROEM)
C 2.02159 0.87527 0.01039  -1.0827
C 0.74646 0.16820 -0.05908  0.2311
C 0.30026 -0.73661 0.92899  0.1316
C 1.03791 -1.15787 2.10870  -1.2300
O -1.90629 -0.64326 -0.47260  -0.6847
N -2.29543 1.11222 -2.31769  -0.5108
H 2.44759 0.93523 1.01583  0.3369
H 1.95467 1.87141 -0.42247  0.3468
H 2.83189 0.32959 -0.50378  0.3268
H -0.01535 0.41039 -0.78379  0.2596
H -0.73610 -1.03161 0.68522  0.5415
H 0.43593 -1.86284 2.68212  0.3416
H 1.22990 -0.30060 2.77323  0.3729
H 2.02431 -1.60610 1.96246  0.3650
H -2.56102 -1.28793 -0.79164  0.2992
H -2.49564 0.77503 -3.24548  0.2831
H -2.08611 0.35525 -1.63328  0.3958
H -2.93459 1.79423 -1.93714  0.2763

=====

[2]
The following is a DFT calculation (ωB97M-V/def2-TZVPD) of a gas-phase ion, C4H12NO (charge +1) in a non-equilibrium geometry.

Calculated values
Gap between HOMO and LUMO in eV: 11.585
SMILES: CC[NH2+]CCO
ΔE to the lowest compared entry with this formula, charge and spin in kJ/mol: 239.3
Net charge: +1
M in g mol⁻¹: 90.1
Max |F| in eV Å⁻¹: 3.278
E_LUMO in eV: -3.1
Highest occupied orbital energy in eV: -14.7

Each line ends with the Mulliken charge.
CARTESIAN COORDINATES (ANGSTROEM)
C 0.57120 -0.04086 -2.53457  -1.2068
C 1.05441 -0.40089 -1.12176  -0.1912
N 0.40594 0.42002 -0.02006  -0.2006
C 0.07018 -0.47203 1.33207  -0.4942
C -1.25638 -0.02812 2.04067  -0.3593
O -1.28970 1.38661 1.86786  -0.5430
H 1.39963 -0.61586 -3.14853  0.3175
H -0.45919 -0.41617 -2.82351  0.3596
H 0.58527 1.02068 -2.87962  0.3806
H 2.21811 -0.41348 -1.24672  0.2904
H 0.56766 -1.44041 -0.97479  0.2054
H 1.01433 1.12921 0.23206  0.3514
H -0.41704 0.85091 -0.44498  0.3734
H 1.04716 -0.51164 1.85953  0.3928
H 0.18534 -1.52140 0.96203  0.3544
H -1.44376 -0.23053 3.17854  0.3242
H -2.11243 -0.53339 1.58454  0.3087
H -2.14076 1.81735 2.13725  0.3368

=====

[3]
The following is a DFT calculation (ωB97M-V/def2-TZVPD) of a gas-phase ion, C4H12NO (charge +1) in a non-equilibrium geometry.

Calculated values
Gap between HOMO and LUMO in eV: 11.774
SMILES: CC[NH2+]CCO
ΔE to the lowest compared entry with this formula, charge and spin in kJ/mol: 151.7
Net charge: +1
M in g mol⁻¹: 90.1
Max |F| in eV Å⁻¹: 2.261
E_LUMO in eV: -3.5
Highest occupied orbital energy in eV: -15.3

Each line ends with the Mulliken charge.
CARTESIAN COORDINATES (ANGSTROEM)
C -2.04455 0.58285 -0.76724  -1.2697
C -0.68981 1.16477 -1.08768  -0.3249
N 0.41826 0.48381 -0.24686  -0.2079
C 0.32570 -0.93251 0.14881  -0.6186
C 1.32489 -1.25404 1.35570  -0.3442
O 2.15632 -0.18716 1.64441  -0.5445
H -2.71775 1.40566 -1.05367  0.3362
H -2.34979 -0.31886 -1.30154  0.3813
H -2.34876 0.38569 0.25528  0.4151
H -0.54929 2.21295 -0.80092  0.3897
H -0.43992 1.17141 -2.13621  0.3079
H 1.31812 0.60404 -0.72432  0.3759
H 0.64028 1.05440 0.57671  0.4120
H 0.33578 -1.65126 -0.67491  0.3880
H -0.68406 -1.09509 0.52032  0.3548
H 1.82948 -2.19480 1.11551  0.2997
H 0.63338 -1.43999 2.16893  0.3207
H 2.84171 0.00813 1.00767  0.3285

=====

[4]
The following is a DFT calculation (ωB97M-V/def2-TZVPD) of 2 unconnected molecules or ions with the total composition C4H12NO2 in a non-equilibrium geometry.

Calculated values
Gap between HOMO and LUMO in eV: 6.085
ΔE to the lowest compared entry with this formula, charge and spin in kJ/mol: 179.0
Net charge: -1
M in g mol⁻¹: 106.1
Max |F| in eV Å⁻¹: 2.526
E_LUMO in eV: 3.7
Highest occupied orbital energy in eV: -2.4

Each line ends with the Mulliken charge.
CARTESIAN COORDINATES (ANGSTROEM)
C -0.24299 -1.49022 -1.07370  -0.7538
C -1.14672 -1.15000 0.14367  -0.5522
N -0.58651 -0.34930 1.27529  -0.2689
C 0.17819 0.86333 1.02503  0.1153
C 1.75012 0.72369 0.92957  -0.2454
O 2.42616 0.27294 1.97560  -0.8562
H -0.43517 -0.77011 -1.86376  0.0527
H 0.81109 -1.42161 -0.82295  0.2380
H -0.50148 -2.44890 -1.52558  0.3396
H -1.55487 -2.03809 0.63858  0.4102
H -2.04837 -0.63600 -0.21019  0.3147
H -0.02588 -1.01215 1.80469  0.2982
H -0.11360 1.47084 0.17300  -0.2543
H 0.11322 1.50711 1.92192  0.2181
H 2.13912 1.66948 0.53449  0.2975
H 1.88045 -0.04855 0.07691  -0.0942
H -0.66701 1.29268 -2.36390  0.3353
H -0.83986 1.66285 -0.86456  0.1120
O -1.13587 1.90201 -1.77410  -0.7065

=====

[5]
The following is a DFT calculation (ωB97M-V/def2-TZVPD) of a molecular structure, C4H12NO2 in a non-equilibrium geometry.

Calculated values
Gap between HOMO and LUMO in eV: 7.067
ΔE to the lowest compared entry with this formula, charge and spin in kJ/mol: 584.4
Net charge: -1
M in g mol⁻¹: 106.1
Max |F| in eV Å⁻¹: 5.002
E_LUMO in eV: 4.0
Highest occupied orbital energy in eV: -3.1

Each line ends with the Mulliken charge.
CARTESIAN COORDINATES (ANGSTROEM)
C -0.25879 1.48461 -0.35104  -0.4344
N -0.34951 0.64196 1.38379  -0.4607
C -1.57477 -0.12641 1.72147  -0.2481
O -1.96275 -1.43861 1.02395  -0.5282
C 1.22997 1.19328 -0.81094  -0.3435
C 1.68548 -0.24784 -0.53161  -1.1382
H -0.90938 1.31335 -1.19259  0.4034
H -0.24552 2.40634 0.13394  0.3289
H -0.30302 0.42509 0.18137  -0.1127
H -1.48602 -0.49816 2.67207  0.3224
H -2.54107 0.58660 1.64513  0.1462
H 1.84828 1.93446 -0.33034  0.2512
H 1.33925 1.24547 -1.92285  0.2591
H 1.10197 -1.09781 -0.96580  0.3472
H 2.72504 -0.29848 -0.99773  0.3318
H 1.77974 -0.50742 0.48731  0.4293
H -1.31248 -1.41899 0.25704  0.4585
H -0.47313 -3.27969 -1.16278  0.1234
O -0.29330 -2.31776 -1.24041  -1.1356

=====

[6]
The following is a DFT calculation (ωB97M-V/def2-TZVPD) of 3 unconnected molecules or ions with the total composition C4H12NO2 in a non-equilibrium geometry.

Calculated values
Gap between HOMO and LUMO in eV: 1.698
ΔE to the lowest compared entry with this formula, charge and spin in kJ/mol: 629.8
Net charge: +1
M in g mol⁻¹: 106.1
Max |F| in eV Å⁻¹: 7.291
E_LUMO in eV: -9.7
Highest occupied orbital energy in eV: -11.4

Each line ends with the Mulliken charge.
CARTESIAN COORDINATES (ANGSTROEM)
O 0.04128 -0.16851 -0.23174  -0.3984
C -0.87670 -0.36787 0.64408  0.0364
C -1.43335 -1.60813 0.91756  0.1562
C -0.97390 -2.69803 -0.02966  -0.3432
C 0.36498 -3.36967 0.37831  -0.9859
N 2.02071 4.67271 -0.31438  -0.6239
H -1.15221 0.46516 1.33475  0.3800
H -2.39625 -1.71194 1.46249  0.3849
H -0.89298 -2.35758 -1.09072  0.3737
H -1.80991 -3.39322 0.03662  0.3276
H 0.19710 -3.78176 1.39146  0.3618
H 0.69682 -4.16076 -0.30777  0.3207
H 1.16009 -2.62351 0.47556  0.3312
H 1.71270 5.62307 -0.43630  0.2171
H 2.53654 4.50794 0.48532  0.2009
H 1.22112 4.03746 -0.25187  0.2171
H -0.23288 1.53786 -1.21977  0.3158
H -0.14360 2.86826 -2.05052  0.3046
O -0.03955 2.52853 -1.19343  -0.5765

=====

[7]
The following is a DFT calculation (ωB97M-V/def2-TZVPD) of 2 unconnected molecules or ions with the total composition C4H12NO2S in a non-equilibrium geometry.

Calculated values
Gap between HOMO and LUMO (spin up / spin down) in eV: 2.567 / 6.516
ΔE to the lowest compared entry with this formula, charge and spin in kJ/mol: 0.0
Net charge: -2
M in g mol⁻¹: 138.2
Max |F| in eV Å⁻¹: 3.478
<S²>: 0.75
2S+1: 2
E_LUMO (spin up / spin down) in eV: 5.5 / 5.5
Highest occupied orbital energy (spin up / spin down) in eV: 2.9 / -1.1

Each line ends with the Mulliken charge.
CARTESIAN COORDINATES (ANGSTROEM)
C 0.60074 0.22310 1.48755  -0.7162
N -0.60116 0.41972 0.62536  -0.2705
C -0.46338 0.19114 -0.80063  -0.7090
O -0.05390 1.33258 -1.53612  -0.2850
C 1.07530 -1.16269 1.65074  -0.1749
C 2.20433 -1.22726 2.67903  -0.8207
S 1.54625 -1.59434 4.40711  -0.7331
H 1.26502 1.02967 1.11511  0.2642
H 0.28183 0.67732 2.44572  0.3054
H -1.48687 0.18455 1.04525  0.2527
H 0.37183 -0.52372 -0.85645  0.2186
H -1.30981 -0.23507 -1.33340  0.3093
H 1.37379 -1.58966 0.70067  0.2775
H 0.28228 -1.81199 2.08482  0.1851
H 2.68513 -0.23123 2.68487  0.2449
H 2.89545 -2.03066 2.41088  0.2694
H 0.40987 1.93906 -0.94963  0.2319
H -3.71183 2.23320 -5.75829  0.8687
H -3.89785 0.71933 -5.80157  0.8638
O -3.46702 1.45695 -6.30101  -2.5819

=====

[8]
The following is a DFT calculation (ωB97M-V/def2-TZVPD) of 2 unconnected molecules or ions with the total composition C4H12NO3 in a non-equilibrium geometry.

Calculated values
Gap between HOMO and LUMO (spin up / spin down) in eV: 10.602 / 7.254
ΔE to the lowest compared entry with this formula, charge and spin in kJ/mol: 84.4
M in g mol⁻¹: 122.1
Max |F| in eV Å⁻¹: 2.165
<S²>: 0.76
2S+1: 2
E_LUMO (spin up / spin down) in eV: 0.7 / -2.6
Highest occupied orbital energy (spin up / spin down) in eV: -9.9 / -9.9

Each line ends with the Mulliken charge.
CARTESIAN COORDINATES (ANGSTROEM)
C 1.11489 -0.74003 0.77706  -0.5388
O 0.77339 -1.91739 0.25459  -0.4287
C 0.47132 0.47516 -0.07783  0.4054
C -1.00957 0.83710 0.20416  -0.8446
C -1.25212 1.93387 1.26580  -0.4384
O -2.62139 2.28013 1.40062  -0.5212
N 0.61949 0.24263 -1.48235  -0.7507
H 1.16473 -0.78914 1.87965  0.4140
H 2.19398 -0.45331 0.64968  0.3030
H 1.05577 1.36122 0.23255  0.3327
H -1.31034 1.34677 -0.73901  0.2964
H -1.53522 -0.05356 0.53781  0.3728
H -0.82761 1.68380 2.25118  0.2821
H -0.86372 2.88426 0.92934  0.2793
H -3.20878 1.56745 1.12448  0.3118
H -0.02295 -0.47964 -1.77018  0.2525
H 1.58551 -0.02684 -1.63447  0.2888
H 1.17083 -2.14898 -1.23479  0.3961
H 2.30304 -3.16757 -1.64165  0.2944
O 1.57133 -2.66037 -2.02356  -0.7070